1.
Below is C6H6S as an isolated structure in a non-equilibrium geometry, with properties calculated with the ωB97M-V functional and the def2-TZVPD basis.

Positions of all 13 atoms, in Å:
H  -2.973  -0.410  0.573
C  -2.007  -0.238  0.091
C  -1.299  0.927  -0.065
H  2.885  -0.613  0.985
H  -1.568  1.968  0.099
H  1.149  -1.292  0.747
C  0.044  0.410  -1.041
H  -0.337  0.830  -1.924
H  1.622  0.211  1.890
S  1.721  0.735  -0.508
C  -1.058  -1.094  -0.560
C  1.826  -0.367  1.022
C  -0.005  -1.068  -1.311

## Properties
total energy: -630.16545 Ha
energy above the lowest of the compared OMol25 structures with the same formula, charge and spin: 6.731 eV
2S+1: 1
E_HOMO: -8.4 eV
largest force on an atom: 0.07757 Eh/bohr


2.
Below is a 3-piece molecular cluster, C27H43F5NO11S2 overall in a non-equilibrium geometry, with properties calculated with the ωB97M-V functional and the def2-TZVPD basis.

Positions of all 89 atoms, in Å:
C  -0.338  1.833  -6.313
C  -0.262  1.326  -4.742
O  -4.885  3.022  1.100
H  -0.879  8.576  2.250
O  2.423  -3.122  1.347
O  5.632  -3.778  3.166
C  0.128  -1.720  1.987
H  3.856  -4.412  2.264
F  -0.788  -0.217  -2.278
C  -3.895  -3.099  -0.813
C  2.719  -0.922  -7.971
O  -0.457  7.401  0.575
C  0.464  6.641  1.214
O  1.040  -2.961  -3.324
H  -2.832  2.560  1.709
H  -4.375  1.008  1.598
H  -5.975  -3.860  -0.198
C  4.880  -4.124  2.005
C  -6.063  0.979  0.016
H  -0.231  -2.719  2.480
C  0.651  1.068  -7.382
H  4.836  -3.247  1.354
C  1.702  -0.111  -6.940
H  -1.308  0.113  1.958
H  2.632  5.090  0.860
H  -1.947  -3.721  0.192
F  2.314  -2.372  -7.865
H  -3.193  4.324  1.057
H  -2.661  -2.285  2.082
O  1.061  6.942  2.238
C  -0.732  8.675  1.169
C  -5.155  -3.105  0.223
H  -3.761  1.583  -0.167
C  5.615  -4.726  4.136
O  2.308  -0.653  0.510
H  -5.665  -1.251  1.548
H  1.492  4.433  2.089
C  1.649  4.640  1.025
H  -6.502  1.703  -0.809
H  -3.305  -0.802  0.997
H  -0.963  1.842  -3.934
C  -5.899  -1.682  0.484
H  7.100  -6.983  5.082
H  -7.073  -1.897  0.466
H  0.614  -1.021  2.823
H  -0.629  -0.396  0.271
S  1.537  -1.978  0.723
O  2.973  -1.845  -2.206
C  0.678  -0.269  -2.636
C  -3.600  3.443  1.729
H  -1.099  2.689  -6.561
S  1.399  -1.936  -2.178
H  5.582  -5.597  6.557
F  2.497  -0.554  -9.400
H  -4.034  -2.458  -1.785
C  -1.047  -0.827  1.275
H  2.484  -1.422  -4.989
O  6.432  -4.320  5.137
F  1.376  0.846  -1.900
H  -3.779  -4.225  -1.195
C  1.749  -0.563  -5.349
H  -6.795  0.891  0.924
H  8.467  -5.975  5.535
H  0.578  1.397  -8.508
C  0.765  0.115  -4.228
O  0.632  5.495  0.507
F  4.134  -0.843  -7.533
H  0.522  9.727  -0.245
H  -1.807  -2.217  -1.047
C  0.365  9.671  0.838
H  -3.754  3.793  2.856
H  -1.680  9.024  0.745
C  -5.629  -0.506  -0.618
H  7.680  -7.005  6.757
H  6.980  -4.655  7.073
C  7.507  -6.365  5.888
H  -4.814  -3.557  1.271
C  6.563  -5.228  6.238
C  -2.489  -1.650  1.086
C  -4.652  1.629  0.620
H  5.383  -4.933  1.465
H  0.109  10.666  1.212
H  1.319  9.372  1.281
H  -6.280  -0.604  -1.611
C  -2.443  -2.698  -0.170
H  1.605  3.692  0.481
O  4.989  -5.775  4.098
N  0.776  -2.635  -0.704
H  -4.520  -0.384  -0.968

## Properties
total energy: -3232.13684 Ha
2S+1: 1
net charge: -1
E_HOMO: -6.6 eV
largest force on an atom: 0.16149 Eh/bohr